Density functional theory data (ωB97M-V with the def2-TZVPD basis set) for the molecule C4H2NOPS in a non-equilibrium geometry.

Last columns: bonded neighbours and bond lengths (Å).
Positions of all 10 atoms, in Å:
1 C -1.8408 1.0498 -0.0278  N5 1.293, S8 1.826, H9 1.009
2 C -0.1317 -0.5879 -0.1023  C3 1.342, C4 1.822, S8 1.704
3 C 0.2894 0.6791 0.0337  C2 1.342, N5 1.345, O6 1.325
4 C 1.4198 -1.5286 0.0670  C2 1.822, P7 1.678, H10 1.090
5 N -0.6791 1.6125 0.0398  C1 1.293, C3 1.345
6 O 1.5797 0.9779 0.0517  C3 1.325, P7 1.652
7 P 2.5833 -0.3283 -0.0748  C4 1.678, O6 1.652
8 S -1.8244 -0.7758 -0.0382  C1 1.826, C2 1.704
9 H -2.7297 1.5057 -0.1682  C1 1.009
10 H 1.3335 -2.6043 0.2192  C4 1.090

HOMO energy   -0.329 hartree
LUMO level   0.174 eV
HOMO-LUMO gap   9.1328 eV
Total energy   -27839.752 eV
SMILES   c1nc2opcc2s1

Atomic partial charges in e from the natural (NBO) method, atoms 1 to 4:
1 C -0.053
2 C -0.295
3 C 0.343
4 C -0.704

***

Density functional theory data (ωB97M-V with the def2-TZVPD basis set) for a cluster of 2 separate species, H3O3PS in total in a non-equilibrium geometry.

Last columns: bonded neighbours and bond lengths (Å).
Positions of all 8 atoms, in Å:
1 O -0.6244 -0.5063 -1.0050  P4 1.683, H6 0.983
2 O -0.0028 -0.0120 1.5279  P4 1.675, H7 0.973
3 O -0.7009 1.8649 -0.0939  P4 1.699, H8 1.017
4 P 0.3117 0.5019 -0.0349  O1 1.683, O2 1.675, O3 1.699
5 S 2.8243 -2.1755 -0.0158  no bonds
6 H -0.1470 -1.3638 -1.0523  O1 0.983
7 H -0.8559 -0.4257 1.7481  O2 0.973
8 H -0.8049 2.1164 -1.0741  O3 1.017

HOMO energy (alpha / beta)   -0.356 / -0.355 hartree
LUMO level (alpha / beta)   -2.962 / -2.949 eV
HOMO-LUMO gap (alpha / beta)   6.7152 / 6.7120 eV
Total energy   -26313.837 eV

Atomic partial charges in e from the natural (NBO) method, atoms 1 to 4:
1 O -1.006
2 O -1.015
3 O -0.993
4 P 1.536